{
  "formula": "C26H44O22S6",
  "method": "the ωB97M-V functional and the def2-TZVPD basis",
  "e_tot_ha": -5061.36836,
  "homo_ev": -9.396,
  "max_force_ha_per_bohr": 0.0254,
  "charge": 0,
  "molar_mass_da": 901.0,
  "symbols": ["C", "C", "O", "S", "O", "O", "O", "H", "H", "H", "H", "C", "C", "O", "S", "O", "O", "O", "H", "H", "H", "H", "C", "C", "O", "S", "O", "O", "O", "H", "H", "H", "H", "C", "C", "O", "S", "O", "O", "O", "H", "H", "H", "H", "O", "S", "O", "O", "C", "C", "C", "H", "H", "H", "H", "H", "H", "H", "H", "O", "S", "O", "O", "C", "C", "C", "H", "H", "H", "H", "H", "H", "H", "H", "C", "C", "C", "C", "C", "C", "H", "H", "H", "H", "H", "H", "C", "C", "C", "C", "C", "C", "H", "H", "H", "H", "H", "H"],
  "xyz": [[3.047, -5.270, 0.684], [2.222, -4.662, 1.810], [2.514, -3.256, 1.689], [4.066, -3.090, 1.376], [4.816, -3.108, 2.568], [4.233, -2.037, 0.456], [4.254, -4.511, 0.657], [2.553, -5.137, -0.279], [3.244, -6.324, 0.867], [2.527, -4.974, 2.808], [1.164, -4.824, 1.622], [-1.201, 4.881, 1.548], [-2.047, 6.128, 1.886], [-1.144, 7.236, 2.008], [0.328, 6.700, 2.268], [0.520, 6.406, 3.640], [1.229, 7.520, 1.565], [0.155, 5.355, 1.439], [-1.497, 4.459, 0.596], [-1.231, 4.161, 2.363], [-2.540, 6.000, 2.848], [-2.780, 6.337, 1.113], [-0.493, 2.147, -4.921], [-0.002, 3.589, -5.281], [-0.184, 3.739, -6.688], [-0.211, 2.274, -7.325], [1.096, 1.728, -7.292], [-0.957, 2.261, -8.515], [-1.095, 1.686, -6.142], [-1.228, 2.110, -4.130], [0.398, 1.556, -4.735], [1.053, 3.695, -5.018], [-0.508, 4.394, -4.752], [-1.142, -3.700, 6.161], [-1.172, -3.012, 4.806], [-0.393, -1.837, 5.009], [0.670, -2.037, 6.213], [0.292, -1.183, 7.271], [1.967, -2.034, 5.681], [0.229, -3.531, 6.543], [-1.344, -4.764, 6.170], [-1.792, -3.156, 6.850], [-2.170, -2.796, 4.433], [-0.662, -3.619, 4.049], [0.130, -2.203, -7.523], [-0.212, -3.126, -6.510], [-0.967, -4.310, -6.802], [1.153, -3.576, -5.845], [1.173, -4.784, -5.048], [1.885, -5.863, -5.812], [-1.051, -2.270, -5.188], [0.136, -5.089, -4.882], [1.544, -4.529, -4.055], [2.755, -5.479, -6.341], [1.180, -6.245, -6.550], [2.219, -6.680, -5.172], [-0.638, -1.268, -5.141], [-0.859, -2.819, -4.271], [-2.076, -2.324, -5.545], [-0.100, 0.101, -2.759], [-0.667, 0.342, -1.467], [-2.080, 0.476, -1.279], [-0.068, -0.751, -0.488], [-0.759, -2.011, -0.356], [-0.868, -2.369, 1.095], [0.142, 1.736, -0.762], [-0.231, -2.755, -0.954], [-1.766, -1.911, -0.770], [-1.567, -3.200, 1.230], [-1.186, -1.514, 1.689], [0.048, -2.747, 1.554], [-0.194, 2.655, -1.231], [1.201, 1.502, -0.791], [-0.145, 1.751, 0.292], [-3.514, 2.795, 3.555], [-2.858, 1.704, 3.017], [-2.863, 1.470, 1.643], [-3.483, 2.379, 0.795], [-4.201, 3.443, 1.317], [-4.234, 3.623, 2.701], [-3.426, 3.106, 4.589], [-2.304, 1.022, 3.652], [-2.348, 0.591, 1.283], [-3.385, 2.285, -0.280], [-4.838, 4.100, 0.739], [-4.802, 4.481, 3.044], [1.554, 1.793, 3.672], [1.831, 3.040, 3.148], [2.502, 3.143, 1.939], [2.896, 2.022, 1.226], [2.654, 0.772, 1.794], [1.991, 0.648, 3.006], [1.162, 1.643, 4.673], [1.625, 3.987, 3.633], [2.879, 4.107, 1.614], [3.528, 2.065, 0.348], [2.922, -0.120, 1.238], [1.800, -0.337, 3.413]],
  "forces_ev_per_angstrom": [[-0.3, 0.0, 0.1], [0.2, 0.2, -0.2], [-0.3, 0.0, -0.1], [0.1, -0.4, 0.0], [0.3, -0.1, 0.7], [-0.1, 0.4, -0.6], [0.1, 0.0, 0.1], [-0.1, -0.1, 0.0], [0.3, 0.0, -0.1], [-0.1, -0.2, 0.0], [-0.1, 0.2, 0.2], [0.2, 0.3, 0.4], [-0.2, -0.2, 0.5], [0.0, -0.1, -0.2], [-0.2, -0.1, -0.8], [-0.1, -0.2, 0.5], [0.5, 0.4, -0.1], [-0.1, 0.0, -0.2], [0.2, -0.2, 0.0], [-0.2, -0.2, -0.2], [-0.2, 0.0, -0.1], [0.1, 0.3, 0.0], [0.6, 0.8, -0.8], [0.4, 0.0, 0.8], [0.1, 0.1, -0.2], [-0.1, 0.1, 0.3], [0.3, -0.1, 0.3], [-0.5, 0.2, -0.4], [-0.1, -0.5, 0.1], [-0.1, -0.1, 0.0], [-0.3, -0.3, 0.4], [0.0, -0.1, -0.2], [-0.4, -0.1, -0.3], [-0.1, 0.4, -0.1], [0.3, -0.9, -0.4], [0.0, 0.4, 0.1], [-1.2, -0.2, -0.4], [0.0, 0.4, 0.4], [0.9, -0.1, -0.2], [0.3, -0.1, 0.2], [-0.1, 0.0, -0.1], [0.0, -0.2, 0.2], [0.0, 0.4, 0.2], [-0.1, -0.1, 0.1], [0.2, 0.4, -0.5], [-0.2, -0.4, 0.7], [-0.1, 0.0, -0.1], [0.3, 0.2, 0.2], [-0.9, 0.1, 0.3], [0.1, -0.2, -0.2], [0.6, -0.4, -0.8], [0.0, -0.1, 0.0], [0.6, 0.1, -0.2], [0.0, 0.1, 0.1], [0.2, -0.1, -0.1], [-0.1, 0.0, 0.1], [-0.2, 0.1, 0.1], [-0.3, 0.0, 0.1], [-0.2, 0.3, 0.5], [-0.5, -0.2, -0.3], [1.0, 0.6, 0.2], [-0.2, -0.4, -0.3], [-0.2, 0.0, 0.3], [-0.4, 0.0, -0.4], [0.2, -0.6, 0.8], [-0.2, -0.7, 0.9], [0.1, 0.0, 0.1], [0.1, 0.1, 0.0], [-0.3, 0.2, -0.2], [-0.2, 0.0, -0.1], [0.3, 0.4, -0.3], [0.2, 0.0, -0.3], [0.1, 0.5, -0.3], [0.0, 0.1, 0.0], [-0.2, 0.8, -0.2], [0.2, -0.4, 0.0], [0.1, 0.3, 0.5], [0.0, 0.0, -0.6], [-0.4, -0.3, 1.0], [0.0, 0.3, -0.5], [-0.1, -0.5, 0.1], [0.0, 0.1, 0.1], [0.0, 0.1, -0.3], [-0.2, -0.3, 0.0], [0.3, 0.0, -0.4], [0.1, -0.1, 0.4], [0.4, -0.6, 0.6], [0.1, 0.5, -0.3], [0.8, 0.2, -0.5], [0.3, -0.6, 0.9], [-0.5, -0.3, -0.6], [-0.2, 0.3, -0.4], [-0.3, 0.3, -0.1], [-0.3, -0.3, 0.4], [-0.4, 0.1, -0.1], [-0.2, 0.3, -0.1], [0.2, 0.0, 0.1], [0.1, 0.0, 0.1]]
}

{
  "formula": "C2H7N4S",
  "method": "the ωB97M-V functional and the def2-TZVPD basis",
  "e_tot_ha": -697.20480,
  "e_above_lowest_kcal_mol": 88.6,
  "homo_ev": -11.888,
  "max_force_ha_per_bohr": 0.1143,
  "charge": 1,
  "molar_mass_da": 119.2,
  "symbols": ["C", "C", "N", "N", "N", "N", "S", "H", "H", "H", "H", "H", "H", "H"],
  "xyz": [[-0.166, 0.828, -0.046], [1.029, 0.103, 0.119], [-0.946, -1.471, 0.220], [-1.244, -0.034, 0.037], [-2.548, 0.334, -0.298], [2.443, 0.499, -0.089], [0.757, -1.670, -0.211], [-0.508, 1.750, -0.313], [-0.834, -1.657, 1.249], [-2.876, -0.435, -0.988], [-3.148, 0.203, 0.521], [2.985, 0.234, 0.810], [2.263, 1.489, -0.265], [2.792, -0.171, -0.746]],
  "forces_ev_per_angstrom": [[1.2, -5.7, 0.8], [-2.0, -0.1, -0.6], [1.1, 0.8, 1.2], [0.9, -0.5, 0.3], [-0.5, -2.1, -1.3], [-1.8, -0.8, 3.5], [-0.6, 0.9, 0.0], [0.0, 2.9, -0.3], [-0.9, 0.6, -0.9], [0.5, 1.9, 1.1], [0.2, 0.1, -0.1], [-0.8, 1.4, -1.5], [1.8, 0.1, -0.5], [0.7, 0.5, -1.7]]
}

{
  "formula": "C20H27N3O5",
  "method": "the ωB97M-V functional and the def2-TZVPD basis",
  "e_tot_ha": -1318.90816,
  "e_above_lowest_kcal_mol": 0.9,
  "homo_ev": -9.156,
  "max_force_ha_per_bohr": 0.0148,
  "charge": 0,
  "molar_mass_da": 389.5,
  "symbols": ["C", "C", "H", "C", "H", "H", "C", "N", "C", "O", "C", "H", "H", "C", "H", "H", "C", "C", "H", "C", "N", "C", "O", "C", "C", "C", "C", "C", "C", "N", "C", "O", "H", "H", "C", "O", "O", "C", "H", "H", "H", "H", "H", "H", "H", "H", "H", "H", "H", "H", "H", "H", "H", "H", "H"],
  "xyz": [[-2.760, -1.082, -0.427], [-2.455, 0.410, -0.345], [-1.466, 0.563, 0.093], [-3.493, 1.191, 0.463], [-3.293, 2.259, 0.361], [-4.488, 0.994, 0.058], [-3.503, 0.859, 1.960], [-2.260, 1.202, 2.611], [-2.053, 2.420, 3.154], [-2.903, 3.288, 3.180], [-0.658, 2.618, 3.728], [-0.770, 2.987, 4.749], [-0.119, 1.673, 3.750], [0.091, 3.672, 2.906], [1.001, 3.960, 3.435], [-0.552, 4.553, 2.854], [0.447, 3.217, 1.481], [1.927, 2.878, 1.293], [2.533, 3.632, 1.797], [2.344, 1.506, 1.827], [1.944, 0.424, 0.928], [2.702, 0.269, -0.229], [3.651, 0.988, -0.450], [2.269, -0.807, -1.129], [2.930, -1.023, -2.339], [2.527, -2.033, -3.183], [1.451, -2.848, -2.821], [0.787, -2.647, -1.620], [1.192, -1.624, -0.770], [0.567, -1.389, 0.428], [0.899, -0.389, 1.303], [0.288, -0.254, 2.344], [-0.210, -1.977, 0.703], [-0.037, -3.295, -1.360], [0.972, -3.957, -3.692], [0.039, -4.670, -3.417], [1.689, -4.075, -4.813], [1.291, -5.114, -5.697], [1.958, -5.056, -6.553], [0.254, -4.972, -6.006], [1.381, -6.085, -5.205], [3.031, -2.205, -4.120], [3.758, -0.376, -2.585], [3.433, 1.465, 1.904], [1.898, 1.309, 2.801], [2.183, 2.917, 0.232], [0.202, 4.021, 0.784], [-0.167, 2.359, 1.203], [-1.499, 0.539, 2.586], [-3.709, -0.200, 2.124], [-4.287, 1.453, 2.439], [-2.428, 0.819, -1.358], [-2.068, -1.575, -1.108], [-2.687, -1.554, 0.550], [-3.769, -1.239, -0.802]],
  "forces_ev_per_angstrom": [[0.1, 0.3, 0.0], [-0.3, 0.0, 0.0], [0.1, 0.1, 0.0], [0.2, -0.1, 0.2], [-0.1, 0.0, 0.0], [-0.1, 0.0, -0.1], [-0.2, 0.3, -0.2], [0.0, -0.5, -0.1], [0.4, -0.3, 0.3], [-0.2, 0.4, 0.0], [-0.1, 0.3, 0.0], [-0.1, -0.1, 0.0], [0.0, 0.0, 0.0], [-0.1, -0.1, 0.0], [0.0, 0.1, 0.0], [0.1, 0.0, 0.1], [0.2, 0.2, 0.1], [-0.2, -0.2, -0.1], [0.1, 0.0, 0.0], [0.3, 0.4, 0.2], [0.0, 0.1, 0.1], [0.1, -0.1, -0.1], [0.0, 0.0, 0.0], [-0.2, -0.3, -0.2], [-0.1, 0.0, 0.2], [-0.1, -0.1, 0.0], [0.1, 0.3, 0.3], [0.1, -0.1, -0.2], [0.5, 0.2, -0.5], [-0.2, -0.2, 0.2], [-0.2, -0.4, -0.3], [-0.1, 0.1, 0.3], [0.1, 0.2, 0.1], [-0.1, -0.1, 0.0], [-0.2, -0.3, 0.0], [0.1, 0.1, 0.0], [0.2, 0.3, 0.2], [-0.3, -0.4, -0.2], [0.0, 0.0, 0.1], [0.1, 0.0, 0.0], [0.0, 0.1, -0.1], [0.1, 0.0, -0.1], [0.1, 0.0, 0.0], [-0.2, -0.1, 0.0], [0.1, 0.0, -0.1], [0.1, 0.0, 0.1], [-0.1, -0.1, 0.0], [-0.1, -0.1, -0.1], [0.0, 0.1, 0.1], [0.0, 0.0, 0.0], [0.0, -0.2, 0.0], [0.1, 0.0, 0.0], [0.0, -0.1, -0.1], [0.0, -0.1, 0.1], [-0.1, -0.1, 0.0]]
}

{
  "formula": "C3H8N4S",
  "method": "the ωB97M-V functional and the def2-TZVPD basis",
  "e_tot_ha": -736.26774,
  "e_above_lowest_kcal_mol": 31.6,
  "homo_ev": -9.459,
  "max_force_ha_per_bohr": 0.0426,
  "charge": 0,
  "molar_mass_da": 132.2,
  "symbols": ["C", "C", "C", "H", "H", "H", "H", "H", "H", "H", "H", "N", "N", "N", "N", "S"],
  "xyz": [[1.376, -0.689, 0.205], [0.130, 0.137, 0.258], [-1.953, 0.525, -0.957], [2.287, -0.280, 1.922], [1.051, -1.318, 2.121], [2.163, -0.069, -0.228], [1.164, -1.569, -0.386], [-1.000, 1.206, 1.430], [0.864, 1.304, -2.590], [-2.291, 1.056, -1.847], [-2.271, -0.248, 0.725], [1.868, -1.107, 1.510], [-0.270, 0.479, 1.453], [-0.550, 0.412, -0.948], [-2.757, -0.022, -0.159], [0.191, 0.182, -2.507]],
  "forces_ev_per_angstrom": [[0.3, -0.3, 0.5], [-0.8, 0.4, 2.0], [-0.4, -0.5, -0.8], [0.0, -0.2, 0.3], [0.9, 0.2, -0.6], [0.0, -0.3, -0.5], [0.3, -0.2, -0.5], [0.0, -0.6, -0.1], [0.4, 0.9, 0.0], [-0.2, -0.4, -0.1], [-0.3, -0.8, -0.7], [-0.7, 0.0, 0.4], [0.3, 0.6, -2.1], [1.2, 0.5, 0.2], [0.0, 1.2, 1.0], [-0.8, -0.8, 0.9]]
}

{
  "formula": "C6H31N2O8",
  "method": "the ωB97M-V functional and the def2-TZVPD basis",
  "e_tot_ha": -958.37452,
  "e_above_lowest_kcal_mol": 81.8,
  "homo_ev": -11.117,
  "max_force_ha_per_bohr": 0.0522,
  "charge": 1,
  "molar_mass_da": 259.3,
  "symbols": ["C", "C", "C", "C", "N", "C", "C", "N", "H", "H", "H", "H", "H", "H", "H", "H", "H", "H", "H", "H", "H", "H", "H", "H", "H", "O", "H", "H", "O", "H", "H", "O", "H", "H", "O", "H", "H", "O", "H", "H", "O", "H", "H", "O", "H", "H", "O"],
  "xyz": [[0.984, -3.022, -0.323], [0.722, -1.786, -1.157], [0.875, -0.543, -0.310], [-0.122, 0.042, 0.377], [0.052, 1.203, 1.093], [-1.020, 1.609, 2.049], [-0.942, 3.113, 2.359], [-0.183, -3.217, 0.584], [1.894, -2.906, 0.266], [1.026, -4.000, -0.838], [1.391, -1.826, -2.032], [-0.332, -1.780, -1.487], [1.887, -0.199, -0.251], [-1.145, -0.329, 0.316], [0.962, 1.554, 1.340], [-0.930, 1.026, 2.955], [-1.902, 1.417, 1.483], [-1.990, 3.419, 2.521], [-0.522, 3.380, 3.343], [-0.362, 3.587, 1.558], [-0.792, -2.392, 0.614], [0.002, -3.414, 1.574], [-0.976, -3.914, 0.409], [1.940, 2.196, -0.420], [1.611, 1.555, -1.723], [2.322, 2.044, -1.291], [0.361, 2.670, -3.545], [-0.608, 3.228, -2.577], [-0.574, 2.955, -3.506], [-1.076, 1.343, -3.306], [-0.341, 0.287, -3.983], [-0.725, 0.410, -3.096], [-2.046, 4.165, -0.438], [-0.858, 5.114, -0.999], [-1.591, 4.504, -1.197], [-2.148, -0.535, -1.733], [-3.361, -1.309, -2.385], [-2.818, -1.208, -1.576], [1.966, -3.504, 3.535], [2.157, -2.093, 3.317], [1.415, -2.719, 3.342], [4.627, -0.191, 2.288], [4.200, 0.455, 3.641], [4.460, -0.353, 3.216], [-2.935, -2.678, -0.561], [-3.361, -4.017, 0.246], [-2.639, -3.426, 0.013]],
  "forces_ev_per_angstrom": [[-0.3, -1.5, 0.0], [-0.8, 0.3, -0.1], [-0.3, -0.9, -0.2], [1.5, 0.1, -0.5], [-1.4, 0.6, 0.9], [1.9, 0.5, -0.6], [-0.5, -0.5, 0.8], [-1.9, -0.5, 1.8], [-0.2, -0.1, 0.1], [0.3, 0.8, -0.3], [-0.3, 0.3, 0.3], [0.5, -0.4, -0.4], [0.4, 0.5, 0.3], [0.0, 0.3, 0.0], [0.2, -0.5, -0.1], [-0.4, -0.3, 0.2], [-1.0, -0.3, 0.1], [0.4, 0.5, -0.8], [0.4, -0.5, -0.5], [-0.6, 0.4, 0.2], [0.6, 0.2, 0.1], [0.9, 0.4, 0.0], [1.4, 0.7, -1.0], [0.1, 0.2, -0.1], [0.0, -0.2, -0.1], [-0.2, 0.1, 0.0], [-0.5, 0.3, -0.5], [-0.7, 0.5, 0.1], [1.1, -0.1, 0.3], [0.4, -1.0, 0.9], [0.0, -0.7, 0.5], [-0.5, 1.2, -1.2], [0.1, 0.2, 0.9], [-0.8, -0.4, 0.5], [0.8, 0.1, -1.4], [0.1, 0.1, -0.7], [0.7, 0.4, 0.6], [-0.8, -0.5, -0.1], [-0.8, 0.0, 0.1], [-0.5, 0.6, -0.1], [1.3, -0.6, -0.1], [0.1, 0.4, -0.1], [0.0, 0.6, 0.0], [-0.2, -1.1, 0.1], [0.0, -0.4, 0.2], [-0.3, 0.3, -0.2], [-0.3, -0.1, 0.0]]
}

{
  "formula": "C4H12N2O",
  "method": "the ωB97M-V functional and the def2-TZVPD basis",
  "e_tot_ha": -344.32684,
  "e_above_lowest_kcal_mol": 36.5,
  "homo_ev": -9.142,
  "max_force_ha_per_bohr": 0.0455,
  "charge": 0,
  "molar_mass_da": 104.2,
  "symbols": ["C", "O", "C", "C", "C", "N", "N", "H", "H", "H", "H", "H", "H", "H", "H", "H", "H", "H", "H"],
  "xyz": [[-1.054, -1.302, 1.155], [-0.661, -2.662, 1.126], [-0.031, -0.463, 0.330], [-0.721, 0.741, -0.255], [0.278, 1.675, -0.978], [0.684, 1.106, -2.279], [1.120, -0.196, 1.183], [-1.112, -0.741, 2.093], [-2.014, -1.193, 0.637], [-0.676, -3.012, 2.017], [0.368, -1.127, -0.451], [-1.256, 1.398, 0.439], [-1.426, 0.385, -1.009], [1.056, 2.019, -0.298], [-0.354, 2.535, -1.218], [1.517, 1.472, -2.719], [0.898, 0.136, -2.074], [1.499, -1.052, 1.565], [1.886, 0.280, 0.737]],
  "forces_ev_per_angstrom": [[0.5, 1.4, -1.8], [0.1, 0.2, 0.8], [0.0, -1.5, 0.6], [1.3, 0.7, -0.7], [-1.4, 0.7, -0.9], [0.0, -0.9, 0.8], [-0.1, 0.7, 1.0], [0.0, -0.8, 0.5], [-0.1, -0.2, 0.2], [0.0, -0.2, 0.1], [-0.8, 0.1, -0.5], [0.1, -0.5, 0.4], [-0.1, 0.1, 0.1], [0.3, -0.1, 0.0], [0.4, 0.3, 0.1], [0.0, 0.5, 0.3], [0.1, -0.2, -0.4], [-0.1, -0.1, -0.1], [0.0, 0.1, -0.3]]
}